Formula: C42H58BBrCeF4N7O3SSi3Te
Source: OMol25
Level of theory: ωB97M-V/def2-TZVPD

Total energy = -197355.1013 eV
<S²> = 0.75
Net charge = 0
2S+1 = 2
HOMO level (spin up / spin down) = -5.90 / -5.91 eV
LUMO energy (spin up / spin down) = -0.160 / -0.159 eV
Orbital gap (spin up / spin down) = 0.21104 / 0.21125 Ha

Geometry (Å):
Ce: 1.379 -0.353 -0.420
C: 4.189 0.761 5.478
C: 4.236 1.030 4.016
N: 5.337 1.135 3.315
N: 4.941 1.411 2.052
C: 3.605 1.463 1.914
S: 2.746 1.904 0.523
N: 3.135 1.212 3.196
N: 1.788 1.151 3.565
H: 4.174 -0.336 5.682
H: 3.290 1.188 5.974
H: 5.121 1.144 5.950
H: 5.675 1.681 1.416
H: 1.743 0.599 4.417
H: 1.237 0.761 2.813
C: -0.076 4.506 -1.042
Si: -1.195 3.194 -1.804
C: -2.619 4.170 -2.680
C: -2.127 2.429 -0.296
C: -0.275 2.057 -2.866
C: 1.153 2.093 -2.901
C: 1.747 3.265 -3.508
C: 3.080 3.244 -3.832
C: 3.830 2.049 -3.604
C: 3.208 1.003 -2.926
N: 1.952 1.050 -2.444
Si: -1.385 0.933 -3.960
C: -2.402 2.047 -5.135
C: -2.610 -0.089 -2.902
C: -0.176 -0.084 -5.013
H: 0.574 5.050 -1.694
H: 0.513 3.966 -0.269
H: -0.699 5.258 -0.550
H: -2.752 5.105 -2.131
H: -3.574 3.646 -2.604
H: -2.323 4.475 -3.695
H: -2.787 3.247 0.142
H: -1.411 2.112 0.456
H: -2.814 1.637 -0.512
H: 1.082 4.105 -3.758
H: 3.595 4.111 -4.280
H: 4.894 1.945 -3.886
H: 3.791 0.180 -2.565
H: -3.311 2.437 -4.677
H: -2.733 1.403 -6.011
H: -1.856 2.880 -5.556
H: -3.472 0.503 -2.557
H: -2.128 -0.496 -2.023
H: -2.983 -0.881 -3.551
H: 0.883 -0.001 -4.823
H: -0.303 0.134 -6.088
H: -0.362 -1.155 -4.891
C: -3.743 -2.106 0.111
O: -2.407 -2.620 0.027
C: -2.210 -3.757 -0.687
C: -3.204 -4.507 -1.321
C: -2.805 -5.530 -2.209
Br: -4.172 -6.505 -3.082
C: -1.469 -5.731 -2.557
C: -0.463 -5.016 -1.891
C: -0.801 -4.102 -0.907
O: 0.072 -3.524 -0.040
C: 0.917 -5.172 -2.358
N: 1.763 -4.137 -2.413
C: 2.951 -4.680 -2.994
C: 4.153 -4.064 -3.319
C: 5.226 -4.850 -3.781
C: 5.049 -6.225 -3.920
C: 3.864 -6.885 -3.619
C: 2.783 -6.106 -3.172
N: 1.467 -6.383 -2.845
H: -4.357 -2.755 0.768
H: -4.207 -1.932 -0.877
H: -3.612 -1.125 0.551
H: -4.265 -4.373 -1.024
H: -1.304 -6.443 -3.347
H: 0.999 -3.838 -0.184
H: 4.344 -3.029 -3.148
H: 6.199 -4.389 -3.954
H: 5.880 -6.796 -4.307
H: 3.785 -7.980 -3.762
H: 1.109 -7.287 -2.575
O: 0.867 -1.712 -2.326
H: 0.811 -1.287 -3.235
H: 1.285 -2.639 -2.392
C: -0.586 -0.851 5.195
Si: -1.559 -1.217 3.603
C: -1.805 -3.020 3.320
C: -3.252 -0.358 3.714
C: -0.795 -0.216 2.213
C: -0.323 0.171 1.150
H: -1.065 -1.437 6.001
H: -0.517 0.195 5.573
H: 0.451 -1.151 5.141
H: -2.069 -3.481 4.244
H: -1.007 -3.633 2.928
H: -2.691 -3.175 2.647
H: -3.614 -0.550 4.709
H: -3.918 -0.754 2.951
H: -3.244 0.736 3.608
F: 3.530 -1.719 -0.823
B: 3.559 -2.464 0.360
F: 3.252 -3.774 0.075
F: 4.572 -2.168 1.222
F: 2.308 -1.912 1.076
C: -1.372 2.975 4.310
Te: 0.366 3.711 3.246
C: -0.821 5.561 3.092
C: -2.081 5.346 3.864
C: -3.049 6.349 3.920
C: -4.202 6.171 4.655
C: -4.441 4.970 5.353
C: -3.511 3.940 5.264
C: -2.351 4.091 4.498
H: -1.026 2.503 5.224
H: -1.847 2.195 3.731
H: -0.962 5.744 2.010
H: -0.200 6.357 3.483
H: -2.876 7.232 3.312
H: -4.911 6.975 4.791
H: -5.335 4.871 5.936
H: -3.637 2.986 5.742


Formula: C12H17N2
Source: OMol25
Level of theory: ωB97M-V/def2-TZVPD

Total energy = -15688.9033 eV
Net charge = +1
2S+1 = 1
HOMO level = -12.17 eV
LUMO energy = -3.363 eV
Orbital gap = 0.32375 Ha

Geometry (Å):
C: 3.910 0.156 -0.545
C: 2.700 -0.396 -0.863
C: 2.591 0.169 1.218
C: -2.201 -0.498 -0.495
C: 0.271 -2.352 0.496
C: -1.080 0.157 -0.346
C: 0.615 -1.098 0.343
C: -2.545 -1.887 -0.043
C: -1.193 -2.872 0.307
C: -1.460 2.379 -1.401
C: -1.190 2.035 1.108
C: -0.690 1.560 -0.296
N: 3.852 0.545 0.755
N: 1.863 -0.403 0.246
H: 4.772 0.374 -1.227
H: 2.340 -0.823 -1.698
H: 2.303 0.388 2.210
H: -3.098 0.053 -0.992
H: 1.003 -3.163 0.546
H: -3.250 -1.813 0.797
H: -3.065 -2.434 -0.834
H: -1.061 -3.616 -0.491
H: -1.530 -3.404 1.231
H: -2.452 2.725 -0.997
H: -1.630 1.892 -2.365
H: -0.858 3.331 -1.756
H: -0.982 3.155 1.202
H: -0.640 1.481 1.850
H: -2.198 1.825 1.233
H: 0.374 1.539 -0.477
H: 4.530 0.994 1.284